This record from OMol25 describes a molecular structure, C38H60CoN2O2P3Si. The level of theory is ωB97M-V/def2-TZVPD.

```
107
Properties=species:S:1:pos:R:3:forces:R:3
Co -0.8125 0.0264 -0.2561 -0.66 0.36 -0.27
C 3.1826 -2.5693 -2.1458 -0.14 0.10 0.04
C 3.2602 -1.1829 -1.4957 -0.10 0.07 0.01
C 4.6250 -0.5178 -1.6976 -0.10 0.01 0.05
P 1.7757 -0.0929 -1.9258 0.50 -0.17 -0.30
C 1.8233 -0.0038 -3.8275 -0.07 0.06 0.25
C 3.1291 -0.0995 -4.6173 -0.06 -0.08 0.07
C 1.0394 1.2119 -4.3168 0.05 -0.10 0.05
C 2.4175 1.4757 -1.2249 -0.02 -0.02 -0.12
C 3.1882 2.3709 -1.9579 -0.01 0.02 -0.02
C 3.7438 3.4869 -1.3554 0.03 0.11 0.00
C 3.5490 3.7107 -0.0023 0.06 0.05 -0.06
C 2.7795 2.8262 0.7348 0.03 0.00 -0.01
C 2.1994 1.7046 0.1463 -0.25 -0.25 0.15
Si 0.9839 0.5833 1.0852 -0.04 -0.29 0.26
C 0.3696 1.4986 2.6389 0.32 -0.22 -0.45
C 1.2386 1.9446 3.6326 -0.04 0.02 0.24
C 0.7983 2.7620 4.6595 0.12 -0.03 0.02
C -0.5352 3.1371 4.7132 -0.10 0.00 0.06
C -1.4226 2.6605 3.7647 0.00 0.04 0.07
C -0.9824 1.8457 2.7230 -0.03 0.00 -0.05
P -2.1921 1.1022 1.5605 -0.29 0.30 0.50
C -3.3822 2.5279 1.2908 0.19 -0.17 -0.19
C -4.3632 2.1817 0.1711 0.04 -0.07 0.23
C -2.6380 3.8300 0.9855 -0.05 -0.04 0.04
C -3.1487 -0.0404 2.7351 0.13 -0.08 -0.17
C -2.2167 -0.5526 3.8374 0.01 -0.04 -0.13
C -4.4254 0.5125 3.3630 0.05 -0.06 -0.12
C 1.8356 -1.0804 1.4754 -0.11 0.58 0.14
C 3.0845 -1.0752 2.0925 0.04 -0.19 0.13
C 3.8142 -2.2407 2.2519 0.03 0.08 0.01
C 3.2971 -3.4334 1.7716 0.02 -0.08 -0.04
C 2.0526 -3.4600 1.1626 0.02 -0.04 -0.03
C 1.3037 -2.2925 1.0097 -0.06 0.13 -0.02
P -0.3904 -2.2765 0.2877 0.44 -0.61 0.17
C -1.3330 -3.1913 1.6261 -0.12 0.21 -0.26
C -0.7344 -4.4546 2.2407 0.03 0.13 -0.02
C -2.7741 -3.4363 1.1755 0.11 0.11 0.04
C -0.3612 -3.2928 -1.2911 -0.09 0.18 0.21
C 0.0143 -4.7715 -1.2697 0.05 0.11 -0.01
C -1.7085 -3.1210 -2.0051 0.09 0.07 0.01
H 4.1684 -3.0341 -2.1416 0.02 -0.04 0.00
H 2.8352 -2.5407 -3.1781 0.01 -0.05 -0.07
H 2.5173 -3.2184 -1.5796 -0.06 -0.05 -0.06
H 3.1481 -1.3196 -0.4179 0.06 -0.05 -0.19
H 4.7782 -0.1520 -2.7084 0.07 0.02 -0.02
H 5.4084 -1.2450 -1.4824 0.04 -0.06 0.02
H 4.7556 0.3162 -1.0128 0.03 0.07 0.01
H 1.2327 -0.8953 -4.0857 0.06 0.06 0.06
H 3.7531 0.7840 -4.4979 0.05 0.01 0.03
H 2.8734 -0.1709 -5.6771 0.04 -0.01 -0.02
H 3.7134 -0.9775 -4.3575 0.06 0.01 -0.03
H 1.5697 2.1364 -4.0952 -0.06 0.05 -0.03
H 0.0747 1.2567 -3.8270 -0.37 0.12 0.10
H 0.8816 1.1572 -5.3959 -0.01 -0.01 0.01
H 3.3774 2.1984 -3.0069 0.03 -0.01 -0.02
H 4.3314 4.1790 -1.9428 0.04 0.01 -0.02
H 3.9951 4.5724 0.4755 -0.01 0.04 0.01
H 2.6200 3.0222 1.7858 -0.02 0.05 0.03
H 2.2750 1.6327 3.6145 0.09 0.06 -0.01
H 1.4898 3.1085 5.4152 0.03 0.01 0.03
H -0.8876 3.7791 5.5088 -0.02 0.02 0.02
H -2.4682 2.9255 3.8475 -0.06 0.04 0.00
H -3.9614 2.6549 2.2058 0.08 0.00 0.03
H -3.8491 2.1590 -0.7864 -0.03 -0.02 -0.09
H -5.1491 2.9363 0.1198 -0.04 -0.01 -0.04
H -4.8330 1.2110 0.3380 -0.08 -0.05 -0.06
H -1.7796 3.6574 0.3402 0.06 0.08 -0.03
H -2.2755 4.3040 1.8940 0.05 0.03 -0.02
H -3.3103 4.5309 0.4881 -0.03 0.05 -0.01
H -3.4349 -0.8884 2.1043 0.05 0.03 0.01
H -2.1063 0.1979 4.6178 0.04 0.02 0.04
H -1.2185 -0.7684 3.4557 0.05 -0.02 0.12
H -2.6236 -1.4564 4.2928 -0.04 -0.04 0.00
H -4.2167 1.3536 4.0228 -0.01 0.06 0.03
H -4.8829 -0.2703 3.9698 -0.01 -0.01 0.04
H -5.1583 0.8174 2.6181 -0.06 0.05 0.02
H 3.4989 -0.1359 2.4342 0.09 0.06 0.03
H 4.7812 -2.2193 2.7350 0.05 -0.01 0.01
H 3.8623 -4.3495 1.8760 0.01 -0.04 -0.01
H 1.6763 -4.4084 0.8110 -0.04 -0.01 0.04
H -1.3435 -2.4359 2.4181 -0.05 -0.04 -0.12
H -0.6343 -5.2644 1.5206 0.02 -0.03 -0.02
H -1.4005 -4.8005 3.0333 -0.03 -0.02 0.01
H 0.2358 -4.2608 2.6904 0.01 -0.05 0.02
H -2.8352 -4.3120 0.5305 -0.03 -0.03 -0.05
H -3.1649 -2.5754 0.6299 -0.13 -0.02 -0.04
H -3.4136 -3.6151 2.0402 -0.05 -0.03 0.01
H 0.3886 -2.7430 -1.8717 -0.02 -0.03 0.04
H -0.6403 -5.3432 -0.6140 -0.02 -0.03 0.00
H 1.0462 -4.9339 -0.9704 0.00 -0.06 0.00
H -0.0983 -5.1752 -2.2778 0.01 -0.04 -0.02
H -2.4281 -3.8653 -1.6689 -0.06 0.02 0.00
H -1.5829 -3.2396 -3.0824 -0.02 -0.05 -0.03
H -2.1264 -2.1317 -1.8099 -0.10 -0.06 -0.04
C -2.1782 4.2913 -3.4099 -0.19 0.05 -0.15
O -1.3913 3.7609 -2.3474 0.17 -0.03 0.08
C -1.4552 2.4936 -1.9840 -0.02 -0.23 0.03
O -0.7374 2.0843 -1.0950 0.16 0.12 0.04
N -2.3578 1.6698 -2.5939 -0.02 -0.11 -0.24
N -2.3080 0.3144 -2.2272 0.10 -0.03 -0.07
H -1.8359 5.3146 -3.5337 -0.05 -0.05 -0.02
H -3.2369 4.2929 -3.1452 0.00 -0.01 -0.01
H -2.0125 3.7465 -4.3418 0.03 0.00 0.02
H -2.8772 1.9350 -3.4171 0.11 0.02 0.07
H -1.9148 -0.2451 -2.9809 -0.06 0.06 0.02
H -3.2443 -0.0169 -2.0160 0.04 0.05 0.02
```
Positions in Å, forces in eV/Å.

Output
**Multiplicity**: 4
**Orbital gap (spin up / spin down)**: 0.230 / 0.295 hartree
**Electronic energy**: -120821.80843 eV
**Total charge**: +1
**E_LUMO (spin up / spin down)**: -0.0796 / -0.0830 Eh



This record from OMol25 describes 6 unconnected molecules or ions with the total composition C38H60F2O18. The level of theory is ωB97M-V/def2-TZVPD.

```
118
Properties=species:S:1:pos:R:3:forces:R:3
C 7.5740 -0.1087 -0.8922 -0.09 0.06 -0.09
C 6.9280 0.1791 -2.2521 0.10 0.04 0.07
O 7.8858 0.6658 -3.1985 -0.12 0.03 -0.12
C 5.7346 1.1343 -2.1279 -0.14 -0.27 -0.19
C 4.7655 1.0272 -3.2803 0.13 0.00 -0.16
C 5.1103 1.0940 -4.5709 -0.18 -0.02 0.13
C 4.0611 1.0270 -5.6227 -0.01 -0.08 0.18
O 4.1962 1.5566 -6.7014 0.13 -0.12 -0.14
C 2.8300 0.2620 -5.2604 -0.16 -0.06 0.04
C 2.0710 -0.3437 -6.2487 -0.13 0.04 0.21
C 0.9567 -1.0876 -5.8828 0.17 0.04 0.08
C 0.5812 -1.2142 -4.5461 0.11 0.00 -0.16
C -0.5981 -2.1074 -4.2143 -0.05 0.00 -0.03
C -0.1848 -3.5028 -3.7702 -0.05 -0.07 -0.08
F -1.3872 -2.2491 -5.3684 0.10 0.03 0.13
C 1.3100 -0.5617 -3.5374 -0.03 0.09 -0.07
C 0.8540 -0.6235 -2.0968 -0.15 -0.03 -0.11
C -0.1666 0.4665 -1.7330 0.34 0.11 0.15
C 0.0076 1.0321 -0.3419 -0.32 -0.01 -0.33
F -1.4592 -0.0992 -1.8144 0.02 0.10 -0.12
C 2.4487 0.1650 -3.9149 -0.02 0.02 -0.19
C 3.3086 0.8934 -2.9357 0.07 -0.06 -0.14
O 2.8849 1.3777 -1.9084 -0.02 -0.04 0.16
H 7.1932 -1.0410 -0.4736 0.00 0.03 0.00
H 7.3672 0.6885 -0.1747 0.11 0.05 -0.03
H 8.6515 -0.2089 -1.0203 -0.05 -0.07 0.04
H 6.5805 -0.7588 -2.6924 0.05 0.01 0.04
H 8.0854 1.5882 -3.0064 0.03 -0.01 0.11
H 5.1976 0.9131 -1.2052 0.00 0.12 0.01
H 6.1082 2.1603 -2.0562 -0.01 0.01 0.16
H 6.1344 1.2414 -4.8905 -0.04 0.11 -0.01
H 2.3543 -0.2399 -7.2876 0.04 0.03 0.03
H 0.3752 -1.5829 -6.6486 -0.03 0.01 0.07
H -1.2360 -1.6351 -3.4670 -0.02 -0.03 -0.07
H 0.6478 -3.8740 -4.3695 -0.01 0.02 0.03
H -1.0298 -4.1793 -3.9006 -0.03 0.05 0.04
H 0.0946 -3.5214 -2.7159 0.09 0.03 -0.08
H 1.7034 -0.5239 -1.4268 0.00 -0.12 0.00
H 0.3730 -1.5848 -1.9110 0.10 0.07 0.18
H -0.1288 1.2706 -2.4737 -0.10 -0.06 0.03
H -0.7523 1.7925 -0.1553 0.19 -0.14 -0.09
H -0.1179 0.2447 0.4044 0.12 -0.03 0.02
H 0.9901 1.4927 -0.2560 -0.02 -0.05 0.06
C 10.6582 -5.5268 -0.0876 0.03 0.12 -0.04
C 9.2312 -5.6721 -0.5677 0.00 -0.19 0.09
O 8.7105 -4.4353 -1.0851 -0.06 0.02 -0.03
C 9.1068 -4.1237 -2.3192 0.21 0.17 0.13
O 9.8217 -4.7860 -3.0245 -0.06 -0.07 -0.07
O 8.6010 -2.9298 -2.6251 -0.11 -0.02 -0.01
C 8.9758 -2.4291 -3.9145 -0.08 0.10 -0.12
H 10.7318 -4.7248 0.6477 -0.01 -0.03 0.03
H 10.9873 -6.4555 0.3788 -0.01 -0.01 0.01
H 11.3283 -5.3017 -0.9157 -0.02 -0.03 -0.02
H 8.5673 -5.9186 0.2584 -0.03 0.04 -0.01
H 9.1406 -6.4456 -1.3296 0.03 0.04 -0.03
H 8.7349 -3.1484 -4.6942 0.04 -0.06 0.03
H 10.0396 -2.1992 -3.9390 0.02 -0.07 0.01
H 8.4048 -1.5168 -4.0503 0.04 0.01 0.01
C -4.3711 -1.0642 -0.6941 -0.04 -0.18 0.00
C -5.5304 -0.3733 -0.0147 0.12 0.16 -0.10
O -6.3764 -1.2730 0.7279 -0.03 0.00 0.06
C -5.8592 -1.7007 1.8771 -0.04 -0.01 -0.12
O -4.7433 -1.4801 2.2727 0.02 0.04 0.20
O -6.7864 -2.4118 2.5169 -0.01 -0.02 -0.03
C -6.3517 -2.9803 3.7559 -0.05 -0.05 0.07
H -4.7251 -1.8608 -1.3505 -0.03 0.04 -0.03
H -3.8164 -0.3435 -1.2920 0.00 0.02 -0.03
H -3.6905 -1.4949 0.0374 0.00 0.04 -0.01
H -6.1969 0.0845 -0.7426 -0.05 -0.05 0.02
H -5.1759 0.4041 0.6630 0.01 -0.02 0.03
H -5.9342 -2.2152 4.4064 0.03 0.01 -0.02
H -5.6083 -3.7552 3.5764 0.04 0.03 0.00
H -7.2387 -3.4140 4.2079 -0.01 0.00 -0.03
C 2.5907 2.2040 3.2757 -0.08 -0.09 -0.04
C 1.9086 3.4783 2.8306 0.19 0.10 0.08
O 0.7441 3.2103 2.0285 -0.05 -0.03 -0.02
C -0.3455 2.8512 2.7021 0.01 0.10 0.00
O -0.4477 2.7679 3.8999 -0.01 -0.05 0.01
O -1.3178 2.6184 1.8233 -0.12 0.16 0.23
C -2.5578 2.1899 2.3968 -0.12 -0.09 -0.03
H 2.8333 1.5826 2.4129 0.03 0.02 -0.01
H 3.5154 2.4450 3.8004 0.01 0.01 0.00
H 1.9528 1.6320 3.9476 -0.01 0.03 0.02
H 2.5563 4.0584 2.1768 -0.04 0.00 -0.04
H 1.6256 4.1019 3.6786 -0.04 -0.04 0.01
H -2.9101 2.8969 3.1448 0.06 0.02 0.02
H -2.4514 1.2035 2.8447 0.02 0.02 0.03
H -3.2595 2.1419 1.5695 0.02 0.00 -0.03
C -0.6815 5.9400 5.2278 0.04 0.10 0.09
C -1.1368 6.4353 3.8746 0.02 -0.25 -0.08
O -1.5851 7.8019 3.9169 -0.01 0.06 -0.05
C -0.6184 8.7154 3.9290 -0.04 0.00 0.30
O 0.5656 8.5023 3.8791 0.04 0.00 -0.11
O -1.1843 9.9179 4.0423 -0.01 0.00 -0.09
C -0.2563 11.0035 4.1137 -0.01 0.08 -0.01
H -1.4721 6.0698 5.9679 -0.02 -0.03 -0.02
H -0.4372 4.8798 5.1613 -0.03 -0.01 0.01
H 0.2010 6.4818 5.5666 0.01 0.01 -0.04
H -2.0061 5.8766 3.5318 -0.03 0.05 0.00
H -0.3499 6.3414 3.1256 0.03 0.04 0.03
H 0.4270 10.9835 3.2677 0.02 -0.02 0.01
H 0.3106 10.9575 5.0422 0.03 -0.03 -0.02
H -0.8575 11.9072 4.0896 -0.03 -0.02 0.01
C -10.5912 -2.0749 2.0451 0.10 -0.12 -0.05
C -12.0555 -2.4326 1.9291 -0.04 0.22 0.08
O -12.2458 -3.7339 1.3457 -0.07 -0.06 0.00
C -12.0401 -4.7613 2.1649 0.27 0.00 -0.13
O -11.7386 -4.6975 3.3289 -0.09 0.00 0.07
O -12.1913 -5.8866 1.4650 -0.09 0.00 0.01
C -11.9534 -7.0832 2.2107 -0.02 -0.08 -0.01
H -10.0993 -2.1516 1.0750 -0.01 0.05 0.00
H -10.4841 -1.0517 2.4057 -0.02 0.01 0.00
H -10.0782 -2.7380 2.7397 -0.03 0.01 0.03
H -12.5688 -1.7557 1.2491 -0.01 -0.05 -0.03
H -12.5566 -2.3971 2.8961 0.03 -0.06 0.01
H -12.5685 -7.1081 3.1075 0.02 0.02 0.02
H -10.9026 -7.1556 2.4864 -0.01 0.03 0.04
H -12.2212 -7.9011 1.5489 0.00 0.02 -0.02
```
Positions in Å, forces in eV/Å.

Output
**Orbital gap**: 0.316 hartree
**SMILES**: C[C@H](O)CC1=CC(=O)c2ccc([C@H](C)F)c(C[C@H](C)F)c2C1=O.CCOC(=O)OC.CCOC(=O)OC.CCOC(=O)OC.CCOC(=O)OC.CCOC(=O)OC
**Electronic energy**: -82670.60372 eV
**E_LUMO**: -0.0360 Eh